A | Entry from the Open Molecules 2025 dataset: a single C3H5NO molecule (ωB97M-V/def2-TZVPD).

The geometry in XYZ format:
```
10
Properties=species:S:1:pos:R:3:lowdin_charge:R:1
N -0.11403 0.47127 -0.58382 -0.02
C 2.17468 0.28102 0.14032 -0.27
O 1.01866 0.79986 0.29566 -0.08
H 4.31774 -0.66105 -0.23175 0.05
H -0.02781 1.14645 -1.24750 0.08
C -1.27536 0.40898 0.21512 -0.09
H -0.87657 0.65626 1.19416 0.10
C 3.26777 -0.23299 -0.12393 0.09
H -2.06826 1.08538 -0.15900 0.09
H -1.79728 -0.50424 0.07971 0.06
```

Computed properties:
LUMO energy, eV: 0.974
Frontier orbital gap, eV: 9.96

=====

B | Entry from the Open Molecules 2025 dataset: a molecular structure, C3H5NO (ωB97M-V/def2-TZVPD).

The geometry in XYZ format:
```
10
Properties=species:S:1:pos:R:3:lowdin_charge:R:1
C 0.12962 0.36110 -0.35399 -0.31
C 1.41780 0.63570 -0.09520 0.01
H -1.03109 -1.40280 -0.91606 0.10
H -0.39744 0.90863 -1.13165 0.11
H 1.96520 0.09018 0.65438 0.06
H 0.16297 -1.63344 0.30825 0.10
C -1.27089 0.17969 1.17993 -0.13
O -2.40100 0.38920 1.07058 0.04
N -0.47869 -1.00874 -0.16133 -0.02
H 1.90352 1.48049 -0.55491 0.05
```

Computed properties:
LUMO energy, eV: 0.759
Frontier orbital gap, eV: 9.69

=====

C | Entry from the Open Molecules 2025 dataset: a single C3H5NO molecule (ωB97M-V/def2-TZVPD).

The geometry in XYZ format:
```
10
Properties=species:S:1:pos:R:3:lowdin_charge:R:1
H 1.96129 -0.05887 0.29589 0.12
H -1.93943 0.13109 0.69690 0.08
O -0.00441 1.50495 -1.02421 0.11
C 1.02046 -0.55176 -0.09104 -0.10
H 0.23126 -0.90589 1.99803 0.07
C 0.03362 -1.07291 0.98509 -0.14
N -1.07452 -0.11688 0.36319 0.12
H 1.26200 -1.38598 -0.96691 0.17
C -0.05772 0.49460 -0.43794 -0.53
H 0.06369 -2.22133 0.89086 0.12
```

Computed properties:
LUMO energy, eV: 0.995
Frontier orbital gap, eV: 10.97

=====

D | Entry from the Open Molecules 2025 dataset: a single C3H5NO molecule (ωB97M-V/def2-TZVPD).

The geometry in XYZ format:
```
10
Properties=species:S:1:pos:R:3:lowdin_charge:R:1
C -1.51839 -0.15195 0.20611 -0.24
N 0.81409 0.85111 -0.03475 -0.10
H 1.91706 -0.68664 -0.99836 0.12
H 1.25378 -1.04649 0.80889 0.08
H -0.18057 0.60971 -1.54921 0.21
H -1.56471 -0.20603 1.39393 0.15
O -2.62734 0.08621 -0.27635 0.01
C -0.19309 -0.09702 -0.50582 -0.26
H 0.82700 1.14764 1.04607 0.15
C 1.27216 -0.50653 -0.09052 -0.13
```

Computed properties:
LUMO energy, eV: 0.715
Frontier orbital gap, eV: 10.57

=====

C (0.0587 hartree below the next structure)